Computed, not measured: a cluster of 12 separate species, C5H37N2O12 in total at a distorted geometry, with the ωB97M-V functional and the def2-TZVPD basis.

```
56
Properties=species:S:1:pos:R:3:forces:R:3:mulliken_charge:R:1
N 2.123 1.180 -0.839 0.0208 0.3141 -0.1441 0.143
C 0.694 1.630 -0.797 -0.2354 -0.2427 -0.4213 0.165
C 0.257 1.967 -2.210 0.0748 -0.0069 -0.2239 -1.717
C -0.127 0.499 -0.180 -0.1112 0.1621 -0.0256 0.577
N -1.538 0.850 -0.185 0.1797 -0.0555 0.4354 -0.156
C -2.372 -0.056 0.616 -0.0407 0.7109 -1.0110 0.198
C -3.840 0.283 0.419 -0.2584 -0.1285 -0.0703 -0.851
O -4.410 -0.416 -0.714 0.2086 0.4455 0.2401 -0.596
H 2.728 1.970 -1.073 0.0518 -0.1201 0.2144 0.470
H 2.401 0.822 0.080 0.3739 -0.0586 -0.0534 -0.060
H 2.257 0.412 -1.581 -0.2347 -0.0042 0.4068 0.477
H 0.619 2.519 -0.170 0.3109 -0.0700 0.0886 0.115
H -0.736 2.397 -2.221 -0.1391 0.2419 0.1244 0.454
H 0.936 2.654 -2.718 -0.0177 0.1015 0.1839 0.448
H 0.203 1.074 -2.818 0.0612 -0.3460 -0.1288 0.247
H 0.195 0.360 0.848 0.0027 0.0303 0.2994 -0.208
H 0.077 -0.432 -0.718 0.0753 -0.0660 -0.1077 -0.014
H -1.871 0.813 -1.130 -0.1602 0.0019 -0.6300 0.207
H -2.086 0.090 1.627 0.1458 0.1360 1.1617 0.310
H -2.192 -1.107 0.389 -0.0804 -0.2049 -0.1474 0.024
H -4.414 0.062 1.326 0.0097 -0.0807 -0.1816 0.405
H -3.976 1.346 0.198 0.1452 -0.1843 0.0771 0.325
H -4.540 -1.331 -0.470 -0.1404 -0.3365 0.1077 0.306
H -0.800 -4.205 -0.731 -0.2859 -0.6185 0.0142 0.235
H -0.684 -2.993 0.264 0.1089 -0.4136 -0.4749 0.351
O -0.435 -3.331 -0.645 0.1115 0.8268 0.6794 -0.651
H 2.321 -1.748 -2.071 0.2179 0.4212 -0.1821 0.419
H 1.235 -1.031 -2.837 -0.2965 0.0063 -0.1708 0.402
O 2.164 -0.913 -2.562 0.3537 -0.1722 0.3160 -0.832
H -0.775 4.631 2.012 0.0197 -0.3988 0.0922 0.322
H -0.754 3.387 1.065 -0.2534 0.4446 1.8176 0.282
O -0.752 3.659 2.034 0.0192 -0.0834 -1.9201 -0.669
H -3.210 0.239 -3.622 0.0889 -0.4496 0.5247 0.276
H -3.485 -0.405 -2.190 -0.0068 0.1906 -0.3141 0.384
O -2.836 -0.333 -2.927 -0.1888 0.4826 -0.2997 -0.666
H 0.949 1.190 3.161 0.1517 0.5297 0.1900 0.374
H 0.530 2.691 2.914 0.5706 -0.4690 0.3721 0.418
O 1.265 2.114 3.248 -0.7434 0.0480 -0.6065 -0.773
H -0.579 -2.245 -2.141 -0.0618 0.1298 -0.0796 0.353
H -1.249 -1.060 -2.907 -0.3385 -0.0343 -0.0890 0.319
O -0.411 -1.530 -2.776 0.2569 -0.1613 -0.0538 -0.693
H 1.301 -1.039 3.810 -0.0016 -0.0810 0.2905 0.269
H 1.683 -0.737 2.347 -0.1526 -0.1825 0.2015 0.382
O 0.930 -0.706 2.991 0.1458 0.1388 -0.4632 -0.802
H 3.797 -1.174 1.445 -0.5388 -0.0143 -0.3517 0.241
H 2.623 -1.744 0.507 0.5841 0.1125 0.3883 0.391
O 2.888 -1.020 1.130 -0.0037 -0.0207 -0.1386 -0.622
H -0.344 -1.768 2.292 -0.2150 -0.5521 -0.0280 0.369
H -1.607 -2.668 2.538 0.0912 -0.0043 -0.0561 0.324
O -0.888 -2.508 1.918 0.2697 0.3520 0.1538 -0.694
H 1.305 -3.217 -0.703 0.1059 0.0246 0.0201 0.391
H 2.725 -3.840 -0.798 0.0328 0.2243 0.0459 0.293
O 2.266 -2.993 -0.714 -0.1694 -0.3556 0.0230 -0.747
H 4.203 2.817 2.315 0.3540 0.2261 0.3769 0.302
H 2.692 2.420 2.240 1.0941 0.0600 -0.2838 0.439
O 3.549 2.478 1.714 -1.5625 -0.4459 -0.1886 -0.657
```
Forces are in eV/Å.

Its total charge is +1. The value obtained for the frontier orbital gap is 9.87 eV. As for the HOMO energy: -12.24 eV.

***

Computed, not measured: a cluster of 15 separate species, C5H37NO14 in total at a distorted geometry, with the ωB97M-V functional and the def2-TZVPD basis.

```
57
Properties=species:S:1:pos:R:3:forces:R:3:mulliken_charge:R:1
N 2.490 -2.430 0.082 -0.9479 -0.8819 1.9345 -0.462
C 1.302 -1.988 0.803 2.4167 3.1913 -4.2518 -0.857
C 0.898 -0.755 0.356 -1.4123 -1.0885 1.4461 0.001
C -0.177 0.028 0.939 0.6869 -3.8724 1.5672 -0.997
C -0.631 1.193 0.630 0.8703 2.3441 -1.8885 2.878
C -1.557 1.806 1.542 -1.9836 1.5064 2.6851 -1.491
H 2.494 -2.417 -0.924 -0.7516 0.4431 -0.0670 0.224
H 2.644 -3.377 0.344 0.5374 -0.8354 0.1441 0.285
H 0.933 -2.619 1.558 -0.4304 -0.3274 1.0359 0.521
H 1.263 -0.346 -0.562 0.7855 -0.0707 -0.3818 0.463
H -0.662 -0.417 1.828 0.8328 0.0053 -1.0209 -0.926
H -0.187 1.792 -0.211 -0.6839 -0.5967 0.7155 -0.338
H -1.113 2.627 2.168 -0.3608 -0.3617 -0.7781 0.270
H -2.488 2.148 1.168 -0.6373 1.0044 -1.3234 0.507
H -2.018 1.163 2.329 1.0208 0.1933 -0.7548 0.234
H 1.433 -1.587 -2.676 0.3695 0.2350 0.4991 0.248
H 0.002 -1.881 -2.779 -0.4456 -0.2545 0.2781 0.285
O 0.782 -2.165 -2.275 -0.8361 0.1524 -1.2046 -0.599
H 1.780 1.166 1.185 2.3560 2.9610 1.2143 0.314
H 3.295 1.500 1.462 0.7188 -0.2560 0.3636 0.295
O 2.472 1.977 1.496 -3.2292 -2.9221 -1.4979 -0.690
H -0.026 0.923 4.575 0.6321 0.6277 -0.7470 0.275
H 0.376 1.364 2.996 -0.2944 -0.4297 1.5718 0.230
O -0.180 0.837 3.622 0.2079 -0.3447 0.2450 -0.547
H 1.686 3.027 -0.595 -0.0124 0.8682 -0.6255 0.365
H 2.172 4.370 -1.242 -0.3894 -0.4626 0.0633 0.313
O 1.532 3.644 -1.354 0.3960 -0.4713 0.7508 -0.660
H 3.920 1.622 -0.385 0.3386 0.8446 -2.4252 0.279
H 3.495 2.258 -1.781 -0.9840 0.3237 -0.2106 0.338
O 4.211 1.830 -1.335 0.6820 -1.0730 2.5911 -0.601
H 2.519 -0.373 3.986 -0.1194 2.2380 -0.4847 0.287
H 1.408 -1.453 4.156 0.2075 0.5940 -0.1802 0.306
O 2.353 -1.264 4.149 -0.1076 -2.8045 0.6223 -0.598
H -2.264 -1.705 3.537 0.0700 -0.4728 1.4998 0.228
H -2.070 -0.345 2.852 0.5156 1.5923 0.8635 0.199
O -2.288 -1.239 2.729 -1.0448 -1.6134 -1.8662 -0.546
H -2.259 0.137 -3.084 1.5961 -2.5361 -1.6125 0.352
H -1.492 0.220 -4.430 -0.5556 -2.8015 1.8175 0.318
O -1.744 -0.549 -3.752 -0.9328 5.4017 0.0646 -0.694
H 3.482 -0.568 -1.536 -0.1733 0.1502 -0.3214 0.302
H 3.300 -1.291 -2.906 -0.5744 1.5650 1.2048 0.357
O 2.869 -0.613 -2.290 1.5910 -1.3684 -1.4255 -0.671
H -0.004 -3.369 -1.188 -0.5967 -0.8734 -0.6685 0.390
H -1.057 -4.426 -1.827 0.6156 0.7598 0.5336 0.281
O -0.446 -4.242 -1.090 0.1709 -0.4034 0.3969 -0.682
H -1.701 -2.711 -0.017 0.0590 0.8345 -0.1554 0.322
H -2.339 -1.330 -0.774 0.7123 -2.5537 0.9995 0.326
O -2.349 -2.341 -0.631 -1.0780 2.0749 -0.9368 -0.623
H -4.699 -0.626 -0.035 -0.0007 0.6867 0.3524 0.322
H -4.725 0.198 1.326 -0.1128 0.2386 -3.4260 0.322
O -4.787 0.299 0.282 0.2135 -0.9999 3.0057 -0.655
H -2.532 2.332 -1.819 0.4124 2.0232 -0.0377 0.310
H -3.580 1.424 -1.222 -1.8089 -0.1542 0.9804 0.226
O -2.744 1.449 -1.626 0.8860 -3.0257 -0.9672 -0.489
H -0.745 3.390 -2.011 -2.0796 0.7891 0.9192 0.337
H -1.204 4.039 -0.708 -0.9709 -0.4974 -1.1634 0.320
O -1.616 3.682 -1.546 3.6533 0.7043 0.0571 -0.704
```
Forces are in eV/Å.

The value obtained for the frontier orbital gap is 7.80 eV. As for the HOMO energy: -7.87 eV.

***

Computed, not measured: a cluster of 15 separate species, C5H38O15 in total at a distorted geometry, with the ωB97M-V functional and the def2-TZVPD basis.

```
58
Properties=species:S:1:pos:R:3:forces:R:3:mulliken_charge:R:1
C 0.232 -0.667 2.461 -1.9935 1.3801 1.1936 -1.129
C 0.693 0.528 1.516 0.9586 -1.4489 2.0230 -0.672
C -1.119 0.313 -1.842 -1.5389 -0.4605 -0.2450 -1.447
O -1.716 1.612 -2.061 0.3165 -0.6174 -0.2134 -0.672
C -0.640 0.048 -0.432 -0.5396 1.0200 -1.0486 0.846
C 0.509 0.523 0.038 -1.5962 0.3737 1.0757 0.008
H -0.923 -0.756 2.563 1.8440 0.0412 -0.4827 0.146
H 0.516 -0.303 3.510 -0.1076 -0.8081 -1.3023 0.474
H 0.678 -1.649 2.303 -0.0491 0.3795 -0.1974 0.273
H 1.767 0.486 1.745 -0.0124 0.7747 -0.1664 0.199
H 0.230 1.415 1.998 0.5497 -0.1534 -0.6527 0.564
H -1.948 -0.412 -2.124 1.4585 0.9036 0.0200 0.303
H -0.322 0.202 -2.547 0.6322 -0.2834 -0.4601 0.210
H -1.085 2.301 -1.783 -0.2084 0.0695 0.0421 0.451
H -1.388 -0.392 0.232 0.5911 -0.0058 -0.0271 0.271
H 1.197 1.166 -0.505 0.0704 -0.4484 -0.3988 0.408
H 2.623 -0.934 -1.932 0.1886 0.0736 0.2494 0.198
H 2.570 -0.940 -3.440 0.2223 -0.1194 -0.3792 0.257
O 2.150 -0.562 -2.672 -1.3317 -0.0311 -0.4462 -0.521
H -3.691 1.200 3.115 -0.0935 0.3952 -0.5198 0.263
H -2.896 1.117 1.707 -0.5423 0.8647 0.0565 0.396
O -3.153 0.670 2.526 0.7079 -0.9805 0.2535 -0.606
H 0.103 1.285 4.146 0.2775 -0.3191 0.0460 0.262
H -1.241 1.930 3.984 0.0828 0.0552 0.0325 0.332
O -0.347 2.110 4.307 -0.5045 0.3884 0.0148 -0.669
H 2.782 -2.005 0.181 0.1249 -0.0203 0.5104 0.483
H 4.213 -2.451 0.794 -0.2086 -0.2465 0.1673 0.286
O 3.750 -1.888 0.178 0.5432 0.5036 -0.6388 -0.722
H -3.254 -0.884 -1.186 -0.5640 -0.8374 0.7126 0.299
H -3.651 -2.126 -0.175 -0.5977 0.3918 -0.1533 0.246
O -2.989 -1.703 -0.728 0.0550 0.4799 -0.4177 -0.765
H 0.492 -1.860 -0.475 -0.1193 1.0903 0.2860 -0.039
H 1.292 -3.012 -0.203 0.0773 0.2708 1.3181 0.263
O 1.176 -2.093 0.165 -0.0786 -2.4217 -1.6864 -0.247
H -3.022 -1.414 1.490 0.1120 0.3792 0.4657 0.282
H -2.673 -2.375 2.634 0.1720 0.0968 0.3163 0.349
O -3.225 -2.274 1.863 -0.3673 -0.5626 -0.3940 -0.699
H 0.143 3.053 -0.287 0.6270 0.7873 0.2684 0.322
H -0.414 4.487 -0.695 0.8564 0.1990 0.1081 0.248
O -0.605 3.559 -0.609 -1.5499 -0.5578 -0.3047 -0.582
H -2.650 3.194 0.144 0.1822 0.0373 0.3075 0.296
H -2.774 2.070 -0.831 -0.0207 -0.2166 0.5355 0.400
O -3.016 2.307 0.096 -0.4996 -0.0891 -0.1227 -0.743
H 1.869 1.948 -2.677 -0.2176 -0.6506 -0.1477 0.300
H 3.373 2.076 -2.883 0.1121 -0.2637 -0.0053 0.328
O 2.581 2.584 -2.691 0.2875 0.1414 -0.6848 -0.682
H 4.057 0.976 -0.942 -0.0213 -0.3311 0.4025 0.293
H 4.196 -0.590 -1.001 0.2232 -0.2378 1.0217 0.314
O 4.293 0.227 -1.493 0.7497 0.9308 -0.8082 -0.575
H 0.342 -4.853 1.549 0.4763 -0.1286 0.5500 0.288
H -0.484 -4.651 0.333 1.1223 -0.2568 -0.4235 0.384
O 0.435 -4.940 0.602 -1.1546 0.2739 -0.0964 -0.658
H -1.915 -2.996 -0.628 -0.1021 -0.0360 -0.1248 0.576
H -0.855 -3.533 -1.569 -0.2690 -0.3627 0.1206 0.338
O -1.448 -3.816 -0.856 0.3659 0.1096 -0.3965 -0.736
H 2.841 3.719 -0.311 0.0386 0.4116 1.0445 0.256
H 2.193 3.529 -1.544 -1.0116 0.7355 0.9925 0.474
O 1.949 3.899 -0.625 1.2740 -0.6629 -1.1903 -0.719
```
Forces are in eV/Å.

The value obtained for the frontier orbital gap is 10.01 eV. As for the HOMO energy: -9.93 eV.